# 1
64
Properties=species:S:1:pos:R:3:forces:R:3:nbo_charge:R:1 method="wB97M-V/def2-TZVPD" smiles="CCOC(=O)N1CCN(S(=O)(=O)N2CCC[C@H](C(=O)NCc3ccccc3OC)C2)CC1" gap_ev=8.8 e_above_lowest_kj_mol=22.4 largest_force_ha_per_bohr=0.022 total_energy_ev=-51378.0214
C -7.7473 -1.3524 0.2201 0.430 0.019 -0.032 -0.64
C -6.3667 -1.9085 -0.0981 -0.438 -0.214 -0.256 -0.07
O -5.3318 -1.0155 0.3138 0.226 0.190 0.120 -0.52
C -5.0644 0.0015 -0.5305 0.003 0.130 0.138 0.90
O -5.5992 0.1677 -1.6014 -0.267 -0.136 -0.363 -0.66
N -4.1299 0.8345 -0.0097 0.125 -0.114 0.054 -0.45
C -3.4346 0.5213 1.2258 0.057 -0.088 0.412 -0.23
C -2.3540 1.5690 1.4738 -0.348 -0.196 0.482 -0.25
N -1.4387 1.6593 0.3529 0.826 -0.752 0.220 -0.68
S -0.2300 0.4789 0.3674 0.109 0.653 -0.323 2.47
O -0.5507 -0.6029 -0.5134 -0.030 0.069 -0.242 -0.95
O 0.0558 0.1909 1.7381 -0.049 0.099 0.365 -0.96
N 1.0825 1.2511 -0.2316 -0.683 -0.424 0.259 -0.70
C 1.2774 1.3721 -1.6576 0.073 -0.329 -0.684 -0.23
C 2.7668 1.5527 -1.9446 -0.206 0.213 0.102 -0.41
C 3.3125 2.7538 -1.1737 0.158 -0.132 -0.003 -0.40
C 3.0363 2.5802 0.3282 0.058 -0.040 -0.186 -0.31
C 3.9187 1.4186 0.8105 -0.403 0.465 0.229 0.69
O 5.1220 1.4679 0.6371 0.357 -0.032 -0.227 -0.65
N 3.3074 0.3877 1.4215 -0.115 -0.237 0.421 -0.62
C 3.9822 -0.8969 1.5352 0.105 -0.078 0.013 -0.25
C 3.6554 -1.7009 0.3027 -0.082 -0.041 0.201 -0.11
C 4.4822 -1.6605 -0.8061 -0.049 -0.111 0.076 -0.19
C 4.1243 -2.2961 -1.9845 0.008 -0.026 -0.157 -0.25
C 2.9182 -2.9672 -2.0527 0.121 0.042 -0.084 -0.20
C 2.0757 -3.0202 -0.9546 -0.276 -0.005 0.242 -0.31
C 2.4329 -2.3881 0.2307 0.334 -0.094 -0.181 0.38
O 1.6861 -2.3924 1.3666 0.368 0.247 -0.078 -0.52
C 0.4455 -3.0573 1.3580 -0.297 -0.126 -0.006 -0.26
C 1.5341 2.3955 0.5305 0.189 0.366 0.453 -0.24
C -2.0884 1.7882 -0.9480 -0.117 0.234 -0.753 -0.25
C -3.6054 1.9113 -0.8155 0.081 0.123 -0.131 -0.23
H -7.8289 -1.1286 1.2811 -0.055 -0.008 0.097 0.21
H -7.9165 -0.4419 -0.3493 -0.062 0.043 -0.039 0.22
H -8.5052 -2.0824 -0.0491 -0.114 -0.074 -0.016 0.22
H -6.2735 -2.0904 -1.1734 0.036 -0.047 0.197 0.20
H -6.1753 -2.8307 0.4544 0.009 0.098 -0.096 0.19
H -4.1498 0.4975 2.0546 0.163 -0.034 -0.003 0.21
H -2.9621 -0.4657 1.1489 -0.074 0.075 0.110 0.21
H -1.7577 1.2891 2.3409 -0.281 0.135 0.081 0.25
H -2.7933 2.5548 1.6465 0.074 -0.059 0.032 0.20
H 0.7156 2.2323 -2.0528 0.010 -0.028 -0.001 0.17
H 0.8964 0.4556 -2.1082 0.046 0.106 -0.148 0.24
H 3.3000 0.6509 -1.6411 -0.004 -0.084 -0.075 0.22
H 2.9114 1.6936 -3.0165 0.000 -0.059 -0.015 0.22
H 2.8382 3.6715 -1.5301 -0.010 0.066 0.005 0.20
H 4.3887 2.8355 -1.3271 -0.059 0.086 0.010 0.24
H 3.3654 3.4792 0.8592 -0.037 -0.115 0.004 0.24
H 2.3003 0.3295 1.4550 0.096 0.106 -0.051 0.42
H 3.6278 -1.3994 2.4356 0.136 0.052 -0.042 0.22
H 5.0539 -0.7013 1.5995 -0.157 -0.095 0.054 0.24
H 5.4124 -1.1153 -0.7419 0.103 0.076 0.040 0.23
H 4.7793 -2.2597 -2.8416 0.058 -0.004 -0.080 0.21
H 2.6228 -3.4591 -2.9680 -0.031 -0.049 -0.066 0.21
H 1.1361 -3.5418 -1.0360 -0.111 -0.058 0.025 0.22
H 0.0296 -2.9022 2.3519 -0.027 -0.057 -0.064 0.20
H -0.2275 -2.6233 0.6143 0.042 -0.101 0.046 0.20
H 0.5704 -4.1302 1.1740 0.003 0.061 0.010 0.17
H 1.0082 3.3034 0.1977 0.035 -0.062 0.066 0.20
H 1.2776 2.2179 1.5750 0.102 0.179 0.019 0.24
H -1.8458 0.9020 -1.5423 -0.184 0.182 -0.118 0.23
H -1.6923 2.6757 -1.4535 -0.104 -0.094 -0.075 0.20
H -3.8699 2.8759 -0.3678 0.000 -0.031 -0.128 0.19
H -4.0771 1.8413 -1.7979 0.132 0.115 0.140 0.26


# 2
129
Properties=species:S:1:pos:R:3:forces:R:3:lowdin_charge:R:1 method="wB97M-V/def2-TZVPD" gap_ev=5.7 e_above_lowest_kj_mol=252.0 largest_force_ha_per_bohr=0.049 total_energy_ev=-80312.7441
Cs -0.0002 -1.3705 -0.4875 1.670 1.442 -1.234 1.36
C -5.1940 -2.4585 1.4439 -0.078 -0.156 0.088 -0.05
N -4.3506 -1.3590 1.0309 0.041 -0.034 0.056 -0.14
C -4.9906 -0.2692 0.3292 -0.054 0.157 -0.117 -0.03
C -2.9935 -1.4113 1.0682 -0.113 -0.398 0.231 -0.46
O -2.2821 -0.5503 0.6024 -0.532 0.458 0.341 -0.14
C -2.4215 -2.6515 1.7704 -0.239 -0.093 0.146 -0.14
O -1.0195 -2.6771 1.6813 -0.053 -0.192 0.335 -0.27
C -0.4595 -3.9428 1.9210 0.033 -0.234 0.180 -0.12
C 1.0254 -3.9502 1.5194 -0.360 0.020 0.195 -0.44
O 1.5300 -2.9761 0.9943 0.472 -0.365 0.439 -0.15
N 1.7093 -5.0860 1.7832 0.064 0.051 -0.077 -0.14
C 3.1020 -5.1775 1.3746 0.072 -0.004 -0.053 -0.02
C 1.1026 -6.2593 2.3732 -0.152 -0.121 0.076 -0.05
H -6.2280 -2.1200 1.4340 0.008 0.004 0.001 0.09
H -4.9720 -2.7806 2.4628 0.019 -0.033 -0.043 0.09
H -5.1145 -3.3165 0.7688 -0.015 0.003 0.025 0.10
H -5.4521 -0.6125 -0.6022 0.044 -0.012 0.020 0.10
H -4.2349 0.4739 0.0989 -0.009 0.081 -0.033 0.07
H -5.7645 0.1805 0.9565 0.030 -0.008 -0.006 0.09
H -2.8476 -3.5484 1.3042 -0.001 0.032 -0.005 0.12
H -2.7431 -2.6299 2.8225 0.031 -0.070 -0.048 0.14
H -0.9913 -4.7080 1.3370 0.051 -0.019 0.044 0.14
H -0.5363 -4.2140 2.9839 -0.084 -0.010 -0.061 0.14
H 3.3912 -4.2314 0.9275 0.039 -0.030 0.007 0.08
H 3.2312 -5.9739 0.6378 -0.020 0.027 0.016 0.10
H 3.7413 -5.3884 2.2347 -0.038 0.025 0.000 0.10
H 0.2710 -6.6349 1.7711 -0.004 0.006 0.062 0.09
H 0.7559 -6.0703 3.3923 -0.030 -0.030 -0.039 0.09
H 1.8508 -7.0468 2.4219 0.003 0.020 -0.003 0.09
C 3.8120 -0.7716 2.0236 0.052 -0.006 0.006 -0.10
O 2.8474 0.2415 2.1825 -0.201 -0.099 0.010 -0.17
C 3.3118 1.5132 1.7937 0.064 0.121 -0.125 -0.19
C 3.3061 1.7544 0.2920 0.083 0.056 0.126 -0.19
O 2.0054 2.1274 -0.1161 0.012 -0.099 0.070 -0.20
C 1.9739 2.3588 -1.5082 -0.025 0.097 -0.078 -0.10
H 4.7101 -0.5521 2.6181 -0.020 -0.005 -0.016 0.09
H 4.1043 -0.9035 0.9779 0.017 0.002 -0.016 0.07
H 3.3627 -1.6987 2.3698 -0.005 -0.023 0.008 0.07
H 4.3226 1.6691 2.1969 0.024 0.023 -0.087 0.12
H 2.6462 2.2408 2.2610 0.011 0.008 -0.014 0.12
H 3.6316 0.8673 -0.2644 0.021 0.000 0.054 0.10
H 4.0104 2.5671 0.0467 -0.025 -0.029 0.068 0.13
H 2.6807 3.1529 -1.7907 -0.033 -0.030 0.007 0.10
H 0.9666 2.6896 -1.7621 -0.042 0.005 0.002 0.08
H 2.2231 1.4517 -2.0673 0.000 0.034 -0.003 0.06
N -1.2884 1.1851 -3.0806 -0.002 -0.003 0.221 0.08
N -1.7298 0.3443 -4.1121 0.021 -0.108 -0.028 -0.01
C -1.8743 -0.9934 -3.9747 -0.172 0.095 -0.432 -0.42
N -1.9857 -1.7152 -5.1028 0.121 0.285 -0.119 0.21
N -2.0123 -1.4175 -2.7229 -0.088 -0.364 -0.300 0.08
N -2.0580 -2.7607 -2.5052 -0.005 0.378 0.287 -0.46
O -2.2260 -3.0473 -1.3256 -0.330 -0.529 -0.047 -0.07
O -1.8836 -3.6097 -3.3730 -0.117 -0.058 -0.011 0.04
H -0.3154 0.9641 -2.8641 -0.020 -0.063 -0.009 0.06
H -1.8500 0.9955 -2.2560 0.000 0.046 -0.032 0.07
H -1.4943 0.7048 -5.0216 -0.057 -0.037 -0.060 0.13
H -1.6680 -1.2974 -5.9620 0.011 0.030 0.013 0.11
H -1.9183 -2.7165 -5.0166 -0.041 -0.033 0.127 0.09
O -1.5175 2.3864 1.6787 0.526 -0.940 -0.258 -0.31
P -2.0842 3.7085 1.9912 -0.655 1.063 0.318 0.80
C -3.2702 3.4308 3.4059 0.367 0.124 -0.107 -0.34
C -4.3990 2.4615 3.0609 -0.029 -0.170 -0.034 -0.19
C -5.6791 3.1544 2.6080 -0.098 -0.115 -0.155 -0.20
C -6.1372 4.1942 3.6215 -0.076 0.012 0.072 -0.20
C -5.0481 5.2294 3.8764 -0.060 0.124 0.024 -0.20
C -3.7592 4.5565 4.3209 0.159 0.076 0.115 -0.19
C -2.7844 4.4153 0.4195 0.350 -0.030 0.135 -0.33
C -3.3143 3.2872 -0.4713 0.223 -0.311 0.152 -0.21
C -3.5648 3.7831 -1.8879 0.027 -0.012 -0.112 -0.20
C -4.5179 4.9726 -1.8944 -0.028 0.010 -0.033 -0.20
C -4.0068 6.0850 -0.9857 -0.003 0.134 -0.049 -0.19
C -3.7728 5.5743 0.4329 -0.120 0.048 0.216 -0.20
C -0.8049 4.8357 2.7294 -0.164 -0.249 0.026 -0.34
C -0.9997 6.3539 2.6871 -0.056 0.125 0.108 -0.19
C -0.5219 7.0206 1.3999 -0.088 0.193 -0.068 -0.20
C 0.9066 6.6232 1.0530 0.076 0.044 0.017 -0.20
C 1.0260 5.1103 0.9581 0.133 -0.076 -0.206 -0.20
C 0.6039 4.4476 2.2557 0.033 -0.089 0.157 -0.20
H -2.5457 2.8576 4.0035 0.002 -0.003 -0.113 0.12
H -4.6298 1.8938 3.9706 -0.022 -0.018 -0.013 0.12
H -4.0426 1.7323 2.3266 -0.039 0.040 0.004 0.09
H -6.4639 2.4068 2.4565 0.017 0.009 0.012 0.11
H -5.5321 3.6357 1.6371 0.022 -0.047 0.036 0.08
H -6.3704 3.6896 4.5662 -0.001 -0.011 0.016 0.11
H -7.0622 4.6754 3.2951 0.033 0.015 -0.046 0.11
H -5.3744 5.9349 4.6453 0.016 -0.019 0.003 0.11
H -4.8776 5.8223 2.9773 0.016 0.011 -0.126 0.09
H -3.9480 4.0995 5.2998 -0.009 -0.004 0.011 0.12
H -2.9679 5.2912 4.4916 -0.041 0.017 -0.042 0.09
H -1.8634 4.7562 -0.0774 -0.003 0.070 0.101 0.11
H -4.2414 2.8973 -0.0452 -0.161 -0.056 0.033 0.10
H -2.5890 2.4679 -0.4533 -0.112 0.035 -0.035 0.09
H -3.9545 2.9724 -2.5099 -0.025 0.003 0.032 0.11
H -2.6063 4.0679 -2.3360 -0.019 0.037 0.004 0.12
H -5.5003 4.6475 -1.5348 -0.036 -0.023 0.021 0.11
H -4.6697 5.3441 -2.9103 0.043 0.012 -0.001 0.11
H -4.7087 6.9225 -0.9718 -0.018 -0.021 0.009 0.11
H -3.0641 6.4767 -1.3836 0.022 -0.003 -0.016 0.11
H -4.7265 5.2204 0.8384 0.053 0.089 -0.047 0.09
H -3.4497 6.3898 1.0826 0.094 0.028 -0.001 0.10
H -0.8587 4.5345 3.7863 -0.077 -0.023 -0.112 0.11
H -0.4016 6.7698 3.5075 -0.015 -0.003 -0.004 0.12
H -2.0334 6.6329 2.9120 -0.014 -0.008 -0.080 0.09
H -0.6003 8.1059 1.5157 0.009 -0.032 0.001 0.11
H -1.1687 6.7632 0.5586 -0.099 -0.079 -0.026 0.09
H 1.5849 6.9868 1.8331 0.000 0.006 0.037 0.11
H 1.2225 7.1031 0.1238 -0.043 -0.022 -0.019 0.11
H 2.0498 4.8079 0.7226 -0.025 0.040 0.014 0.11
H 0.4212 4.7342 0.1275 -0.083 -0.011 -0.023 0.11
H 1.3020 4.7667 3.0399 0.017 -0.044 0.006 0.12
H 0.6713 3.3642 2.1677 -0.004 -0.033 -0.017 0.09
C 2.4446 0.9954 -6.4373 0.121 0.092 -0.098 -0.11
C 1.3004 0.3585 -5.9156 -0.125 -0.031 -0.046 -0.12
C 1.3811 -0.2771 -4.7104 0.129 -0.116 0.239 -0.09
C 2.5755 -0.3343 -3.9420 -0.222 -0.044 0.057 -0.26
C 2.5413 -0.9984 -2.6608 0.073 -0.098 -0.321 -0.13
C 3.8011 -1.0705 -2.0876 -0.282 -0.142 0.364 -0.22
C 4.9726 -0.4999 -2.6187 0.311 0.181 -0.206 -0.12
C 4.9507 0.1942 -3.7983 -0.048 -0.067 0.092 -0.07
C 3.7271 0.2801 -4.5037 0.065 -0.037 0.131 -0.20
C 3.6213 0.9462 -5.7459 0.086 0.122 -0.192 -0.05
H 2.3982 1.5089 -7.3898 -0.028 -0.002 -0.004 0.09
H 0.3804 0.3690 -6.4945 -0.026 -0.010 -0.005 0.08
H 0.5555 -0.8208 -4.2672 -0.067 0.027 -0.097 0.07
H 3.9273 -1.5820 -1.1319 -0.062 -0.046 0.039 0.05
H 5.9081 -0.6034 -2.0751 0.020 0.014 -0.016 0.09
H 5.8465 0.6508 -4.2029 -0.001 0.023 -0.029 0.10
H 4.5088 1.4197 -6.1536 -0.006 0.010 -0.019 0.10